(1)
42
Properties=species:S:1:pos:R:3 method="wB97M-V/def2-TZVPD" total_charge=0 gap_ev=8.81 homo_energy_ev=-8.721 smiles="O=C(NC1(C(Cl)(Cl)Cl)Oc2ccccc2O1)OCN1C(=O)[C@H]2C=CC=C[C@H]2C1=O" energy_ha=-2635.235010
O 0.657 -2.410 -1.155
O 3.581 1.435 0.278
O 1.957 -1.540 3.257
Cl -3.657 1.200 1.176
Cl -0.782 1.511 1.485
Cl -1.968 -1.066 2.027
O 0.879 -0.535 0.091
O -1.412 1.052 -1.317
O -3.171 -0.424 -1.061
C 0.210 -1.388 -0.667
C 3.283 0.997 1.381
C 2.502 -0.516 2.811
C 5.839 1.503 3.888
C 5.327 0.571 4.853
C 5.004 2.027 2.896
C 4.026 0.122 4.769
C -3.512 2.481 -4.037
C -4.640 1.640 -3.832
C -2.350 2.294 -3.255
C -4.555 0.566 -2.880
C -2.346 1.305 -2.267
C -3.416 0.420 -2.086
N 2.628 -0.196 1.484
N -1.109 -1.201 -0.871
C 2.150 -1.023 0.431
C -2.074 0.368 0.944
C 3.552 1.705 2.702
C 3.036 0.632 3.723
C -1.904 -0.043 -0.521
H 6.873 1.783 3.905
H 5.972 0.162 5.639
H 5.481 2.696 2.174
H 3.636 -0.538 5.578
H -3.601 3.262 -4.774
H -5.533 1.833 -4.426
H -1.509 2.995 -3.315
H -5.387 -0.102 -2.674
H -1.528 -1.945 -1.406
H 2.134 -2.091 0.720
H 2.766 -1.018 -0.462
H 2.982 2.632 2.750
H 2.206 1.071 4.268

=====

(2)
18
Properties=species:S:1:pos:R:3 method="wB97M-V/def2-TZVPD" total_charge=0 gap_ev="10.39 / 7.13" homo_energy_ev="-9.631 / -9.584" multiplicity=2 energy_ha=-438.770575
O -2.496 -2.024 -0.164
C -1.628 -1.226 -0.422
C -0.197 -1.355 0.066
C -0.218 -0.626 1.428
N 0.689 -0.824 -0.963
C 0.626 0.587 -1.292
O 1.727 1.314 -0.982
H -1.947 -0.409 -1.100
H -0.056 -2.411 0.267
H -0.834 -1.254 2.075
H -0.768 0.319 1.422
H 0.728 -0.438 1.928
H 1.625 -1.151 -0.761
H 0.604 0.611 -2.403
H -0.298 1.006 -0.891
H 0.789 2.403 1.385
H 1.108 2.604 -0.173
O 0.544 2.874 0.582

=====

(3)
30
Properties=species:S:1:pos:R:3 method="wB97M-V/def2-TZVPD" total_charge=0 gap_ev=8.74 homo_energy_ev=-8.609 smiles=CCSC[SiH2]CCCI.CC#N energy_ha=-1355.713652
C 5.122 -0.207 -0.306
C 3.966 0.261 0.602
S 3.498 2.021 0.285
C 1.835 2.095 1.098
Si 0.465 2.755 -0.052
C -0.946 1.515 -0.328
C -0.492 0.030 -0.521
C -0.623 -0.731 0.821
I -2.698 -1.203 1.318
H 5.551 -1.113 0.130
H 4.692 -0.454 -1.282
H 5.883 0.562 -0.458
H 4.212 0.175 1.664
H 3.066 -0.330 0.389
H 1.932 2.640 2.043
H 1.551 1.068 1.387
H -0.121 3.959 0.582
H 1.115 3.098 -1.337
H -1.573 1.537 0.577
H -1.578 1.823 -1.170
H 0.533 -0.082 -0.893
H -1.189 -0.441 -1.222
H -0.145 -1.707 0.697
H -0.232 -0.185 1.678
C -5.315 -3.032 -0.647
C -6.297 -2.472 -1.570
N -7.068 -2.033 -2.295
H -4.847 -3.924 -1.061
H -4.521 -2.314 -0.428
H -5.777 -3.312 0.299

=====

(4)
119
Properties=species:S:1:pos:R:3 method="wB97M-V/def2-TZVPD" total_charge=0 gap_ev="5.82 / 6.60" homo_energy_ev="-5.915 / -6.781" multiplicity=4 energy_ha=-5914.096779
V -0.298 1.308 -1.633
C -2.625 4.252 -3.738
O -1.473 3.462 -3.537
C -0.588 3.350 -4.553
C -0.760 3.976 -5.779
C 0.162 3.787 -6.801
C 1.262 2.975 -6.594
C 1.446 2.367 -5.357
C 0.535 2.538 -4.322
N 0.738 1.939 -3.045
N 1.676 0.999 -3.040
C 2.488 0.751 -1.986
C 2.577 1.614 -0.829
O 1.709 2.493 -0.605
C 3.720 1.434 0.043
C 4.619 0.450 -0.156
C 4.522 -0.458 -1.273
C 5.503 -1.440 -1.501
C 5.444 -2.258 -2.604
C 4.367 -2.135 -3.499
C 3.384 -1.195 -3.286
C 3.454 -0.318 -2.184
H -2.368 5.297 -3.925
H -3.229 3.877 -4.567
H -3.203 4.175 -2.820
H -1.618 4.614 -5.951
H 0.014 4.284 -7.753
H 1.985 2.815 -7.386
H 2.305 1.743 -5.168
H 3.794 2.109 0.888
H 5.453 0.331 0.530
H 6.331 -1.523 -0.802
H 6.224 -2.987 -2.789
H 4.316 -2.780 -4.369
H 2.545 -1.101 -3.962
O -1.183 -0.082 -3.828
C -1.672 0.610 -2.925
C -3.165 0.650 -2.732
C -4.129 0.789 -3.726
C -5.470 0.712 -3.390
C -5.854 0.465 -2.072
C -4.893 0.313 -1.082
C -3.542 0.435 -1.410
P -2.092 0.139 -0.307
C -2.784 0.701 1.310
C -2.541 0.103 2.546
C -2.939 0.709 3.733
C -3.589 1.934 3.713
C -3.860 2.538 2.492
C -3.459 1.931 1.309
C -2.028 -1.706 -0.307
C -2.458 -2.409 -1.437
C -2.179 -3.763 -1.587
C -1.473 -4.451 -0.612
C -1.067 -3.778 0.530
C -1.327 -2.421 0.674
H -3.823 0.948 -4.757
H -6.227 0.824 -4.160
H -6.906 0.377 -1.823
H -5.187 0.113 -0.058
H -2.039 -0.851 2.604
H -2.736 0.218 4.680
H -3.882 2.415 4.641
H -4.381 3.490 2.459
H -3.683 2.414 0.367
H -3.015 -1.906 -2.213
H -2.511 -4.276 -2.482
H -1.231 -5.501 -0.744
H -0.530 -4.319 1.304
H -0.958 -1.907 1.551
Cl -1.158 -1.966 7.841
C -0.149 -2.322 6.476
C -0.700 -2.875 5.337
C 0.132 -3.140 4.260
C 1.497 -2.869 4.281
C 2.312 -3.234 3.059
C 3.067 -2.093 2.380
N 2.178 -1.055 1.887
C 1.649 0.027 2.562
C 0.794 0.626 1.680
N 0.799 -0.059 0.480
C 1.639 -1.052 0.651
O 3.255 -4.253 3.364
C 2.760 -5.541 2.986
C 2.460 -5.630 1.514
C 1.304 -6.107 0.980
Cl -0.030 -6.764 1.842
S 1.241 -5.965 -0.728
C 2.798 -5.257 -0.760
C 3.330 -5.146 0.484
C 2.018 -2.339 5.464
Cl 3.718 -2.035 5.674
C 1.207 -2.054 6.550
H -1.760 -3.095 5.290
H -0.297 -3.586 3.367
H 1.604 -3.616 2.317
H 3.584 -2.504 1.519
H 3.802 -1.671 3.054
H 1.929 0.263 3.580
H 0.202 1.518 1.816
H 1.902 -1.788 -0.101
H 1.852 -5.766 3.550
H 3.525 -6.256 3.282
H 3.230 -4.951 -1.703
H 4.314 -4.736 0.691
H 1.636 -1.636 7.452
N -0.957 2.780 -0.764
C -1.043 3.652 -0.015
C -1.200 4.769 0.874
C -2.040 5.822 0.514
C -2.201 6.900 1.370
C -1.522 6.934 2.581
C -0.683 5.885 2.936
C -0.519 4.803 2.087
H -2.561 5.784 -0.436
H -2.857 7.715 1.088
H -1.644 7.781 3.246
H -0.152 5.909 3.880
H 0.137 3.986 2.357